C5H11P | ωB97M-V/def2-TZVPD

Summary:
Structure (SMILES): C=C(C)P(C)C
Kohn-Sham gap (eV): 9.3975
F_max (Eh/bohr): 0.0932
M (u): 102.12
LUMO (Eh): 0.0391
HOMO level (eV): -8.33
Energy (eV): -14650.054
ΔE to the lowest compared entry with this formula, charge and spin (kcal per mole): 29.3

Atoms and positions in Å:
C 1.119 0.552 -0.445
C 2.155 1.387 -0.504
C 1.281 -0.920 -0.050
C -1.342 0.897 1.248
C -1.553 -0.675 -1.132
P -0.737 0.953 -0.541
H 3.142 1.120 -0.395
H 1.961 2.526 -0.653
H 0.897 -1.451 -0.896
H 0.654 -1.043 0.977
H 2.357 -1.118 -0.039
H -2.522 1.058 1.222
H -1.022 -0.011 1.817
H -0.986 1.926 1.785
H -2.183 -0.370 -1.908
H -0.812 -1.380 -1.546
H -2.113 -1.187 -0.305